{"formula": "H4O2", "method": "ωB97M-V/def2-TZVPD", "molar_mass_g_mol": 36.0, "total_energy_ev": -4159.82485, "smiles": "O.O", "relative_energy_ev": 0.114, "lumo_energy_ev": 0.73, "e_homo_ev": -11.4, "elements": ["O", "H", "H", "O", "H", "H"], "xyz": [[1.27, -0.19, 0.08], [2.15, -0.19, -0.25], [0.88, 0.57, -0.36], [-1.71, -0.21, -0.07], [-0.86, -0.59, 0.19], [-1.73, 0.62, 0.42]], "mulliken_charge": [-0.63, 0.30, 0.32, -0.66, 0.36, 0.31]}


{"formula": "C2H3FO", "method": "ωB97M-V/def2-TZVPD", "molar_mass_g_mol": 62.0, "total_energy_ev": -6886.31590, "smiles": "O=CCF", "relative_energy_ev": 1.627, "lumo_energy_ev": 0.97, "e_homo_ev": -10.2, "elements": ["O", "C", "C", "F", "H", "H", "H"], "xyz": [[1.79, 0.00, -0.10], [0.67, -0.20, 0.10], [-0.60, 0.60, 0.06], [-1.51, -0.40, -0.10], [0.36, -1.26, 0.52], [-0.79, 1.15, 1.06], [-0.76, 1.33, -0.76]], "mulliken_charge": [-0.38, 0.04, -0.05, -0.25, 0.24, 0.18, 0.22]}


{"formula": "C5H8N2", "method": "ωB97M-V/def2-TZVPD", "molar_mass_g_mol": 96.1, "total_energy_ev": -8289.57919, "relative_energy_ev": 5.417, "lumo_energy_ev": [-0.32, -0.64], "e_homo_ev": [-9.4, -8.9], "elements": ["C", "C", "C", "C", "N", "N", "C", "H", "H", "H", "H", "H", "H", "H", "H"], "xyz": [[1.88, 0.27, -0.48], [0.70, 1.12, -0.08], [-0.69, 0.91, -0.54], [-1.05, -0.33, -1.19], [-1.40, -1.40, -1.47], [-0.35, 0.74, 0.90], [-1.19, -1.22, 1.39], [1.57, -0.76, -0.67], [2.37, 0.66, -1.39], [2.62, 0.28, 0.32], [0.97, 2.19, -0.04], [-1.29, 1.77, -0.86], [-1.87, -0.64, 0.84], [-1.65, -1.56, 2.35], [-0.63, -2.03, 0.92]], "mulliken_charge": [-1.19, 0.22, 0.03, 0.12, -0.53, -0.53, -0.47, 0.34, 0.31, 0.29, 0.33, 0.33, 0.25, 0.27, 0.23]}


{"formula": "C15H15BrNNiO", "method": "ωB97M-V/def2-TZVPD", "molar_mass_g_mol": 363.9, "total_energy_ev": -130416.80198, "s2": 3.772, "relative_energy_ev": 0.000, "multiplicity": 4, "lumo_energy_ev": [5.20, 5.13], "charge": -2, "e_homo_ev": [0.7, 0.0], "elements": ["C", "C", "C", "H", "C", "C", "H", "H", "H", "H", "Ni", "Br", "C", "C", "C", "H", "C", "C", "H", "H", "H", "H", "O", "N", "C", "C", "C", "C", "C", "H", "H", "H", "H", "H"], "xyz": [[1.05, -2.42, 0.14], [1.04, -2.14, 1.55], [-0.33, -2.11, 1.99], [1.92, -1.90, 2.14], [-1.17, -2.40, 0.87], [-0.33, -2.57, -0.29], [-0.66, -2.84, -1.29], [1.94, -2.52, -0.48], [-0.67, -1.95, 3.01], [-2.26, -2.50, 0.91], [0.03, -0.44, 0.26], [1.34, 0.57, -1.12], [1.03, 1.84, -4.64], [0.45, 0.66, -5.22], [1.47, -0.35, -5.29], [-0.58, 0.55, -5.56], [2.69, 0.21, -4.76], [2.41, 1.56, -4.35], [3.13, 2.25, -3.92], [0.52, 2.78, -4.45], [1.36, -1.35, -5.70], [3.65, -0.30, -4.69], [0.50, 0.40, 2.01], [-0.55, 0.83, 2.69], [-1.78, 0.83, 2.14], [-2.82, 1.33, 2.92], [-2.57, 1.78, 4.17], [-1.27, 1.75, 4.70], [-0.26, 1.25, 3.94], [-1.90, 0.43, 1.12], [-3.81, 1.33, 2.51], [-3.36, 2.17, 4.79], [-1.00, 2.11, 5.68], [0.78, 1.17, 4.23]], "mulliken_charge": [-0.86, -0.30, -0.29, 0.35, -0.44, -0.67, 0.49, 0.55, 0.39, 0.45, 0.11, -0.35, -0.48, -0.53, -0.54, 0.35, -0.48, -0.58, 0.35, 0.31, 0.35, 0.32, -0.68, 0.55, -0.03, -0.96, -0.24, -0.63, -0.42, 0.46, 0.36, 0.35, 0.36, 0.36]}


{"formula": "C7H7NO2S", "method": "ωB97M-V/def2-TZVPD", "molar_mass_g_mol": 169.2, "total_energy_ev": -23787.71246, "relative_energy_ev": 3.472, "lumo_energy_ev": [-0.16, -2.54], "e_homo_ev": [-9.5, -8.4], "elements": ["C", "C", "C", "C", "C", "C", "C", "N", "O", "O", "S", "H", "H", "H", "H", "H", "H", "H"], "xyz": [[-1.35, -1.87, -0.07], [-0.18, -1.14, 0.09], [-2.56, -1.30, 0.31], [-0.28, 0.21, 0.54], [-1.56, 0.65, 0.68], [0.89, 1.07, 0.89], [1.32, 1.78, -0.39], [-2.65, -0.02, 0.68], [2.64, -0.72, -0.65], [1.17, 0.14, -2.47], [2.28, 0.38, -1.48], [-1.39, -2.87, -0.43], [0.84, -1.54, -0.16], [-3.50, -1.80, 0.44], [0.38, 1.73, 1.72], [1.79, 0.70, 1.53], [0.38, 1.95, -0.96], [1.81, 2.64, -0.28]], "mulliken_charge": [-0.71, -0.01, -0.29, 0.38, 0.09, -0.69, -0.82, -0.54, -0.49, -0.45, 0.71, 0.38, 0.41, 0.42, 0.35, 0.31, 0.39, 0.57]}


{"formula": "C2H2F2", "method": "ωB97M-V/def2-TZVPD", "molar_mass_g_mol": 64.0, "total_energy_ev": -7533.77288, "relative_energy_ev": 6.766, "lumo_energy_ev": [-0.79, -0.82], "e_homo_ev": [-8.9, -8.9], "elements": ["C", "C", "F", "F", "H", "H"], "xyz": [[0.94, -0.06, -0.86], [-0.93, 0.13, 0.89], [1.97, 0.82, -0.80], [-1.76, -0.80, 1.13], [1.26, -1.13, -0.74], [-1.48, 1.04, 0.39]], "mulliken_charge": [-0.04, -0.02, -0.14, -0.09, 0.16, 0.13]}


{"formula": "C2H8Si2", "method": "ωB97M-V/def2-TZVPD", "molar_mass_g_mol": 88.3, "total_energy_ev": -17954.59399, "smiles": "C#C[SiH3].[SiH4]", "relative_energy_ev": 2.338, "lumo_energy_ev": 0.88, "e_homo_ev": -10.3, "elements": ["C", "C", "Si", "H", "H", "H", "H", "Si", "H", "H", "H", "H"], "xyz": [[-0.94, 1.83, -1.73], [0.00, 1.69, -0.96], [1.50, 1.53, 0.08], [-1.87, 1.97, -2.10], [1.14, 2.54, 1.32], [2.59, 2.15, -0.97], [1.86, 0.30, 0.70], [-0.84, -2.47, 0.71], [-0.52, -1.37, -0.12], [0.25, -2.67, 1.48], [-1.85, -1.83, 1.46], [-1.32, -3.67, 0.13]], "mulliken_charge": [0.21, -0.69, 0.25, 0.43, -0.05, -0.05, -0.11, 0.56, -0.15, -0.15, -0.13, -0.13]}


{"formula": "C3H4N2O2", "method": "ωB97M-V/def2-TZVPD", "molar_mass_g_mol": 100.1, "total_energy_ev": -10246.45612, "smiles": "Cn1ncc(=O)o1", "relative_energy_ev": 5.809, "lumo_energy_ev": -0.17, "e_homo_ev": -9.3, "elements": ["C", "N", "N", "C", "C", "O", "O", "H", "H", "H", "H"], "xyz": [[-0.85, 1.62, -0.48], [0.09, 0.46, -0.26], [-0.26, -0.67, -0.86], [0.34, -1.64, -0.23], [1.14, -1.15, 0.91], [1.98, -1.62, 1.74], [0.60, 0.30, 1.03], [-1.33, 1.13, -1.59], [-0.34, 2.66, -0.50], [-1.55, 1.76, 0.43], [0.18, -2.86, -0.18]], "mulliken_charge": [-0.61, 0.48, -0.52, -0.11, 0.51, -0.54, -0.28, 0.33, 0.20, 0.25, 0.28]}